Record 1
Computed, not measured: the molecule C6H10, with ωB97M-V/def2-TZVPD.

The geometry in XYZ format:
```
16
Properties=species:S:1:pos:R:3
C -2.029 1.975 0.329
C -1.242 1.153 0.724
C -0.535 -0.042 1.193
C 0.389 -0.722 0.153
C -0.140 -0.684 -1.283
C 1.783 -0.098 0.201
H -2.811 2.624 0.012
H -1.350 -0.706 1.504
H 0.047 0.163 2.101
H 0.471 -1.774 0.460
H 0.555 -1.216 -1.943
H -0.213 0.349 -1.640
H -1.127 -1.145 -1.389
H 2.206 -0.137 1.211
H 2.469 -0.622 -0.474
H 1.741 0.953 -0.110
```

Results
Total charge = 0
Gap between HOMO and LUMO = 10.92 eV
Relative energy (zero: lowest compared OMol25 entry of this formula, charge and spin) = 34.89 kcal/mol
Structure (SMILES) = C#CCC(C)C
DFT total energy = -234.54692 a.u.
Highest occupied orbital energy = -9.8490 eV

Results of the Mulliken charge analysis, in e, for atoms 1 through 2: atom 1 (C): 0.044, atom 2 (C): -0.587

Record 2
Computed, not measured: C28H37BeN4O3 as an isolated structure, with ωB97M-V/def2-TZVPD.

The geometry in XYZ format:
```
73
Properties=species:S:1:pos:R:3
Be 10.184 -9.264 -14.871
C 12.048 -15.208 -14.755
C 11.067 -14.132 -14.220
O 10.657 -13.041 -14.938
H 12.263 -16.037 -14.081
H 12.954 -14.670 -15.034
H 11.646 -15.548 -15.709
H 11.411 -13.851 -13.225
H 10.169 -14.730 -14.060
N 13.890 -13.963 -20.575
C 14.442 -14.008 -21.805
C 13.751 -14.046 -23.008
C 12.351 -13.967 -22.939
C 11.711 -13.917 -21.721
C 12.489 -13.865 -20.563
H 15.517 -13.938 -21.725
H 14.313 -14.100 -23.929
H 11.755 -13.901 -23.837
H 10.641 -13.879 -21.581
H 12.078 -13.707 -19.577
N 6.551 -15.329 -18.875
C 5.304 -15.614 -19.260
C 4.476 -16.427 -18.606
C 4.966 -17.005 -17.468
C 6.258 -16.690 -16.987
C 7.010 -15.798 -17.696
H 4.970 -15.080 -20.137
H 3.473 -16.673 -18.921
H 4.381 -17.706 -16.891
H 6.638 -17.073 -16.051
H 8.014 -15.643 -17.328
N 11.121 -8.971 -11.155
C 12.195 -9.543 -10.489
C 12.371 -9.417 -9.124
C 11.485 -8.590 -8.333
C 10.494 -7.967 -9.010
C 10.416 -8.102 -10.373
H 12.894 -10.163 -11.030
H 13.209 -9.961 -8.715
H 11.801 -8.538 -7.302
H 9.721 -7.342 -8.588
H 9.634 -7.593 -10.917
N 6.613 -9.875 -13.612
C 5.680 -8.871 -13.554
C 4.531 -9.021 -12.761
C 4.240 -10.250 -12.242
C 5.106 -11.283 -12.326
C 6.281 -11.072 -13.058
H 5.876 -7.948 -14.080
H 3.885 -8.167 -12.621
H 3.344 -10.320 -11.643
H 4.769 -12.205 -11.875
H 7.052 -11.813 -13.209
C 14.889 -19.476 -12.855
C 14.259 -19.037 -11.493
O 13.749 -19.874 -10.735
C 14.283 -17.573 -10.964
H 14.516 -18.933 -13.723
H 14.824 -20.564 -12.885
H 15.905 -19.090 -12.772
H 13.478 -17.375 -10.257
H 14.072 -16.942 -11.827
H 15.293 -17.433 -10.577
C 16.235 -9.330 -14.437
C 15.211 -10.317 -14.943
O 13.969 -10.171 -14.734
C 15.665 -11.270 -16.034
H 16.391 -9.688 -13.419
H 15.772 -8.344 -14.481
H 17.199 -9.387 -14.941
H 16.438 -10.832 -16.665
H 14.864 -11.558 -16.715
H 16.193 -12.137 -15.638
```

Results
Total charge = +1
Gap between HOMO and LUMO = 2.82 eV
Relative energy (zero: lowest compared OMol25 entry of this formula, charge and spin) = 127.59 kcal/mol
DFT total energy = -1547.98129 a.u.
Highest occupied orbital energy = -11.0726 eV

Results of the Mulliken charge analysis, in e, for atoms 1 through 2: atom 1 (Be): 0.690, atom 2 (C): -0.943

Record 3
Computed, not measured: an isolated ion of composition C3H9N2 and charge +1, with ωB97M-V/def2-TZVPD.

The geometry in XYZ format:
```
14
Properties=species:S:1:pos:R:3
C 0.590 -1.603 -1.004
C -0.488 -0.490 -1.069
N 0.014 0.671 -0.221
C -0.429 0.732 1.009
N -0.023 1.630 1.877
H 1.523 -1.252 -1.468
H 0.725 -1.961 0.008
H 0.291 -2.439 -1.636
H -0.430 -0.108 -2.081
H -1.339 -0.911 -0.549
H 0.434 1.503 -0.592
H -1.243 0.078 1.310
H 0.640 2.341 1.583
H -0.267 1.807 2.835
```

Results
Total charge = +1
Gap between HOMO and LUMO = 11.47 eV
Relative energy (zero: lowest compared OMol25 entry of this formula, charge and spin) = 12.81 kcal/mol
Structure (SMILES) = CC/[NH+]=C/N
DFT total energy = -228.96639 a.u.
Highest occupied orbital energy = -15.2437 eV

Results of the Mulliken charge analysis, in e, for atoms 1 through 2: atom 1 (C): -1.034, atom 2 (C): -0.403

What is the DFT total energy in the second record?
-1547.98129 a.u.

Which of these has the lowest total charge?
C6H10